Molecular formula: C46H40FeN9S6
Method: DFT, the ωB97M-V functional and the def2-TZVPD basis

Geometry as XYZ:
```
102
Properties=species:S:1:pos:R:3:forces:R:3:lowdin_charge:R:1
C -0.349 -5.135 2.487 0.00 -0.02 -0.02 -0.06
C 3.140 -1.901 1.681 -0.05 -0.05 -0.03 -0.37
S 0.918 2.887 1.906 0.00 -0.04 0.00 0.71
C -2.666 -0.597 1.532 0.02 0.09 0.06 -0.34
C 6.017 -1.058 -1.630 0.00 -0.03 -0.03 -0.06
C -0.530 -4.707 1.177 0.04 0.01 0.00 -0.05
H -0.022 -1.380 1.648 0.06 -0.08 0.02 0.08
N -0.389 2.900 -0.924 -0.09 0.14 0.19 0.05
C -3.508 -1.676 1.754 -0.06 -0.01 -0.03 -0.06
H 2.830 -0.062 2.725 0.01 -0.03 0.01 0.10
N 0.689 -2.169 -1.369 -0.10 -0.18 -0.12 -0.34
N -1.005 3.601 0.121 0.06 -0.08 -0.08 -0.05
C -0.407 -3.357 0.879 -0.02 0.00 0.03 -0.28
C -3.651 1.222 -3.250 -0.02 0.02 0.01 -0.07
H 5.042 -0.219 0.092 -0.01 -0.01 -0.01 0.12
C -2.118 4.417 0.062 0.06 0.02 -0.06 -0.31
C 2.866 6.466 -1.010 0.02 -0.05 -0.02 -0.46
H -3.389 1.360 -4.291 0.00 0.00 0.01 0.11
C -3.030 -5.491 -2.442 -0.01 0.00 0.01 -0.06
C -0.053 -4.224 3.489 -0.01 0.02 0.02 -0.07
H 6.719 -2.050 -3.398 -0.01 0.00 0.01 0.11
H -4.734 -2.679 3.194 0.01 0.01 0.01 0.11
H -0.046 -6.638 -3.570 -0.01 0.01 0.00 0.11
C -2.955 0.148 3.786 -0.03 -0.04 0.04 -0.06
H -0.764 -5.426 0.405 0.00 -0.01 -0.02 0.11
C -2.595 -4.383 -1.730 -0.04 -0.01 0.03 -0.07
S -1.862 -0.379 -0.046 -0.09 -0.07 -0.19 0.73
C -1.238 -4.102 -1.688 -0.01 0.03 0.00 -0.33
H -4.253 -1.057 4.996 0.00 0.00 -0.01 0.11
C -4.899 1.629 -2.782 0.04 0.03 0.02 -0.08
C 3.217 7.793 -0.778 0.03 0.02 0.01 -0.08
C -2.114 -6.304 -3.097 0.05 0.01 0.00 -0.07
H -5.604 2.093 -3.460 0.00 -0.02 0.00 0.11
H -1.673 1.115 2.346 0.00 0.00 -0.02 0.08
S 3.785 5.017 -0.755 -0.01 0.03 0.05 1.05
H -6.212 1.747 -1.091 0.02 0.00 -0.01 0.11
C -0.316 -4.900 -2.347 0.06 0.00 -0.01 -0.07
C 3.524 -3.234 1.728 -0.02 -0.01 -0.06 -0.07
H 2.657 -2.877 -2.269 0.02 0.01 0.02 0.07
C 2.283 8.771 -1.055 0.03 -0.01 0.00 -0.08
H 2.532 9.809 -0.881 0.00 -0.01 0.00 0.11
H -4.087 -5.718 -2.488 0.01 0.00 0.00 0.11
N 1.408 4.765 -1.707 -0.12 -0.06 0.10 -0.01
S -0.550 -2.708 -0.801 0.07 -0.01 0.04 0.72
C 3.768 -1.563 -1.005 0.04 0.02 0.03 -0.36
C -0.461 3.679 1.364 -0.15 -0.06 -0.03 -0.74
C -0.758 -6.009 -3.052 -0.06 -0.03 -0.02 -0.06
H -1.208 4.818 2.950 0.00 -0.01 0.00 0.16
N 2.187 0.195 0.329 -0.16 0.13 0.29 -0.43
H 4.193 8.051 -0.390 -0.02 0.00 -0.01 0.11
C -2.926 4.611 -1.161 -0.03 -0.02 -0.01 0.03
Fe 0.948 1.450 -0.139 -0.14 0.12 -0.22 0.28
H 3.626 -1.010 4.890 0.00 0.00 -0.01 0.11
S 2.637 2.334 -1.399 0.02 0.05 0.04 0.65
H 0.311 9.228 -1.773 0.01 -0.02 0.00 0.11
N -2.317 4.968 1.214 0.02 0.02 0.04 0.15
H -0.442 -6.188 2.720 0.00 0.02 0.00 0.11
H -1.802 0.235 -2.752 -0.01 0.00 0.01 0.12
H -4.615 0.671 0.459 0.01 0.01 -0.02 0.11
H 4.588 -3.227 -3.811 0.01 0.01 0.01 0.11
C 3.953 -3.761 2.934 0.02 0.02 0.05 -0.06
H -0.295 6.863 -2.203 0.02 0.00 -0.01 0.10
H -2.322 5.055 -1.955 0.00 -0.01 0.01 0.09
C 3.155 -1.092 2.803 -0.01 0.07 0.01 -0.08
H -2.733 0.847 4.582 0.00 -0.01 -0.01 0.11
C -2.376 0.313 2.538 0.03 0.03 0.00 -0.07
H 0.086 -4.564 4.507 0.00 0.01 -0.01 0.11
H 0.294 -2.154 3.961 -0.01 -0.01 0.00 0.11
C -3.808 -0.925 4.019 0.03 0.02 0.00 -0.06
H -1.105 2.388 -1.437 0.02 -0.01 0.02 0.09
C 2.443 4.075 -1.334 0.09 0.07 -0.11 -1.04
H -3.320 3.659 -1.519 -0.04 -0.06 -0.04 0.06
H 0.735 -4.638 -2.313 -0.03 0.02 0.01 0.10
H 4.328 -3.375 5.011 0.00 0.00 -0.01 0.11
C -4.081 -1.836 3.007 0.00 -0.01 -0.01 -0.05
N -0.658 0.441 0.108 0.16 -0.05 0.15 -0.34
C -5.240 1.437 -1.453 0.01 0.04 -0.01 -0.07
H -3.696 -2.385 0.958 0.00 0.01 0.02 0.11
C 4.691 -2.575 -2.954 0.01 -0.01 0.00 -0.06
C 1.021 8.440 -1.561 -0.03 -0.02 -0.01 -0.08
C -4.342 0.834 -0.576 0.01 -0.01 0.04 -0.05
N -1.297 4.504 1.998 0.02 0.04 0.08 0.05
C 3.593 -1.632 4.005 0.01 -0.01 0.00 -0.07
C 4.956 -0.881 -0.761 0.01 0.04 0.04 -0.07
H -2.460 -7.167 -3.652 0.00 0.01 0.01 0.11
H 3.485 -3.849 0.836 0.01 0.01 0.02 0.12
S 2.432 -1.294 0.154 0.24 -0.10 -0.05 1.01
C 3.988 -2.960 4.071 -0.01 -0.01 -0.03 -0.07
C 1.607 6.126 -1.520 0.02 -0.04 0.01 -0.31
H -3.298 -3.735 -1.226 0.01 -0.01 -0.02 0.10
H -3.756 5.273 -0.932 0.01 0.00 0.00 0.10
C 0.675 7.125 -1.799 -0.01 0.03 0.01 -0.02
C -3.111 0.420 -1.057 -0.03 -0.06 -0.01 -0.30
C 3.612 -2.402 -2.094 -0.09 -0.04 -0.02 -0.07
N -1.895 -1.800 -0.729 0.07 0.22 0.04 -0.37
H 0.116 3.615 -1.495 0.02 -0.08 -0.17 0.06
C -0.113 -2.437 1.882 0.05 0.02 -0.02 -0.11
C 5.885 -1.911 -2.722 -0.01 0.02 0.02 -0.06
C -2.756 0.609 -2.390 0.00 -0.01 -0.04 -0.09
H 4.259 -4.798 2.989 -0.01 0.01 0.00 0.11
H 6.947 -0.533 -1.457 -0.01 -0.01 0.00 0.11
C 0.061 -2.873 3.185 0.00 -0.02 0.00 -0.06
```
Positions in Å, forces in eV/Å.

Values from the calculation:
* 2S+1: 5
* relative energy (zero: lowest compared OMol25 entry of this formula, charge and spin): 1.2 kcal per mole
* ⟨S²⟩: 6.079
* net charge: +1
* gap between HOMO and LUMO (alpha / beta): 6.257 / 6.301 eV
* HOMO (alpha / beta): -9.730 / -10.056 eV


Molecular formula: C46H40N7PTi
Method: DFT, the ωB97M-V functional and the def2-TZVPD basis

Geometry as XYZ:
```
95
Properties=species:S:1:pos:R:3:forces:R:3:lowdin_charge:R:1
C -0.644 4.004 0.691 0.13 0.16 0.18 0.02
C 0.306 -4.296 0.926 0.00 0.01 0.02 -0.15
H 2.434 3.634 1.165 0.04 -0.03 -0.03 0.12
H -1.870 -0.230 -2.805 -0.02 -0.03 -0.01 0.10
C -3.766 -1.766 -0.891 0.20 0.15 -0.14 -0.34
C -4.242 1.469 2.483 -0.01 -0.02 -0.01 -0.05
N -0.158 1.147 4.637 0.07 -0.07 -0.05 -0.07
H -5.318 -1.492 0.587 0.04 -0.03 -0.05 0.11
H -1.119 -1.535 3.140 -0.18 -0.02 -0.02 0.10
P -2.392 -1.337 0.221 -0.27 -0.50 0.57 1.10
C 1.740 0.181 2.782 -0.06 0.03 0.09 -0.15
C -2.528 4.542 -0.733 -0.04 0.00 -0.04 0.00
H 0.774 -1.450 -2.589 -0.04 -0.05 0.00 0.13
C -2.980 1.610 -2.994 -0.04 0.01 -0.08 0.00
H -1.581 -0.297 5.172 -0.04 -0.01 -0.03 0.12
H 1.561 2.304 4.311 0.00 0.01 -0.01 0.13
C -4.510 -2.602 -3.029 0.05 0.00 -0.02 -0.06
C 0.593 -1.901 0.354 -0.18 -0.56 -0.23 -0.21
Ti -0.199 0.018 0.197 0.00 -0.16 0.15 1.03
C 3.733 0.166 -2.616 0.08 0.00 -0.01 0.04
H -3.287 5.234 -1.077 0.04 -0.03 0.00 0.13
C 3.483 1.067 -1.557 0.05 -0.05 -0.07 -0.13
C -0.533 -5.397 1.232 0.06 0.00 -0.02 0.01
N -1.312 1.104 -1.359 -0.28 0.24 0.10 0.00
C 1.952 -2.131 0.338 -0.03 -0.02 0.05 -0.12
C -1.687 -2.924 0.710 0.08 0.08 -0.15 -0.32
C -0.522 2.764 0.133 0.07 -0.05 -0.11 -0.21
C 4.026 2.915 -0.117 -0.02 0.05 0.03 -0.03
H -4.285 -2.922 -4.039 -0.01 0.01 0.04 0.12
H -7.110 -2.288 -0.882 0.02 0.02 -0.03 0.12
H -0.272 -0.060 6.343 -0.01 0.00 0.02 0.14
N 2.050 0.268 4.190 -0.07 -0.04 0.03 -0.07
C -2.420 3.268 -1.344 -0.09 0.05 0.02 -0.14
C -0.066 -1.326 3.279 0.17 0.11 0.12 -0.14
N 0.465 1.786 0.416 0.31 0.50 -0.02 -0.07
H 2.908 -1.380 -3.847 0.00 0.01 0.04 0.12
C 4.409 2.029 -1.081 0.05 0.00 -0.03 0.00
H -0.073 -6.360 1.424 -0.01 0.04 0.01 0.13
N 0.269 -0.056 2.525 -0.41 -0.09 0.02 -0.11
C -4.251 -0.542 3.808 -0.01 0.03 0.05 -0.05
C -3.216 -0.549 1.636 -0.13 0.02 -0.16 -0.39
C 2.520 -3.392 0.610 0.01 -0.05 0.03 -0.04
H -1.537 0.910 3.101 -0.06 -0.05 0.00 0.11
C -3.578 -1.219 2.801 0.04 -0.07 0.04 -0.09
H -3.952 3.506 -2.851 0.02 -0.02 0.01 0.14
C -5.076 -1.808 -0.422 -0.08 0.15 -0.02 -0.07
C -1.666 4.887 0.268 0.04 0.03 0.03 -0.03
H 2.289 -0.649 2.344 0.05 -0.07 -0.03 0.12
H -3.552 -3.920 0.986 0.01 0.00 -0.01 0.12
C -3.566 0.795 1.476 -0.03 -0.02 0.05 -0.10
H -1.744 5.860 0.735 0.02 -0.04 -0.02 0.12
C -0.264 -3.025 0.653 0.10 0.01 0.04 -0.20
C 1.529 -0.715 -2.342 0.00 0.04 0.08 -0.09
C -5.817 -2.635 -2.561 -0.04 0.03 0.08 -0.05
H 0.522 -2.129 2.847 0.06 -0.07 -0.03 0.12
N 1.258 0.109 -1.349 0.51 -0.01 -0.04 -0.01
H -4.516 2.508 2.350 0.02 -0.02 0.01 0.12
H -3.343 -2.270 2.922 0.02 0.03 0.02 0.11
H -5.104 1.322 4.443 0.02 -0.01 -0.02 0.12
C -1.452 2.374 -0.864 0.10 0.01 -0.13 -0.18
H -3.334 1.312 0.552 -0.01 0.02 0.00 0.10
C -0.511 -0.123 5.283 0.08 0.01 -0.07 -0.14
C -3.200 2.842 -2.442 -0.07 0.05 -0.02 0.04
C 1.666 -0.984 4.852 -0.06 0.07 -0.05 -0.14
H 0.056 4.327 1.453 -0.04 -0.01 -0.01 0.12
C -2.471 -4.012 0.995 -0.04 -0.09 0.05 -0.06
H 2.135 -5.433 1.093 -0.02 0.05 0.00 0.13
C 1.713 -4.455 0.893 0.02 -0.02 0.01 0.00
H -6.616 -2.968 -3.212 0.03 0.00 0.04 0.12
C -4.577 0.801 3.654 0.01 0.00 0.01 -0.04
H 4.729 3.654 0.244 -0.04 -0.02 -0.01 0.12
H 1.526 1.428 5.851 0.01 0.00 0.01 0.14
C -0.467 1.067 3.228 0.05 -0.08 0.13 -0.15
H 2.025 1.108 2.296 0.01 0.07 -0.02 0.11
C 2.714 2.900 0.418 -0.03 0.23 0.14 0.02
H -0.177 1.998 2.751 0.02 0.07 -0.08 0.11
N 0.231 -1.238 4.690 0.04 0.09 -0.02 -0.07
H 3.596 -3.512 0.584 -0.03 0.01 0.01 0.12
C 1.808 1.971 -0.001 -0.10 -0.04 -0.15 -0.21
C 2.206 1.027 -0.981 -0.10 0.10 -0.13 -0.15
C -6.096 -2.247 -1.257 0.02 -0.01 -0.04 -0.05
H 2.645 -1.324 0.130 0.03 0.03 -0.05 0.10
H 2.231 -1.811 4.421 0.00 -0.01 -0.02 0.14
H -2.520 -6.110 1.510 0.02 0.03 -0.02 0.12
H 1.901 -0.914 5.912 0.01 0.00 0.02 0.14
C 1.284 1.363 4.791 -0.04 -0.07 -0.05 -0.14
C 2.750 -0.695 -3.025 0.01 -0.03 -0.09 0.00
C -2.031 0.761 -2.409 0.06 0.02 0.09 -0.10
H -3.538 1.269 -3.855 0.02 0.00 0.03 0.13
C -3.489 -2.174 -2.196 -0.01 -0.17 0.00 -0.11
H 5.409 2.058 -1.497 -0.07 0.00 0.00 0.13
C -1.889 -5.263 1.276 -0.11 0.04 0.01 -0.04
H -2.468 -2.207 -2.558 0.03 -0.02 0.02 0.10
H -4.531 -1.066 4.713 0.01 0.01 -0.03 0.12
H 4.699 0.173 -3.106 -0.03 0.00 0.02 0.14
```
Positions in Å, forces in eV/Å.

Values from the calculation:
* relative energy (zero: lowest compared OMol25 entry of this formula, charge and spin): 12.9 kcal per mole
* net charge: +2
* gap between HOMO and LUMO: 7.013 eV
* HOMO: -13.173 eV